# 1
Entry from the Open Molecules 2025 dataset: 2 unconnected molecules or ions with the total composition S2 in a non-equilibrium geometry (the ωB97M-V functional and the def2-TZVPD basis).

Calculated values
- Total energy: -796.06326 Eh
- Net charge: 0
- Molecular weight: 64.13 g/mol
- Gap between HOMO and LUMO: 4.323 eV
- ΔE to the lowest compared entry with this formula, charge and spin: 676.61 kJ/mol

Last column: natural (NBO) charge in e.
Atoms and positions in Å:
S  0.000  0.000  -1.711  0.00
S  0.000  0.000  1.711  0.00



# 2
Entry from the Open Molecules 2025 dataset: 4 unconnected molecules or ions with the total composition C18H43BBr2ClN4O7 in a non-equilibrium geometry (the ωB97M-V functional and the def2-TZVPD basis).

Calculated values
- Total energy: -7090.53260 Eh
- Net charge: -1
- Molecular weight: 633.64 g/mol
- Gap between HOMO and LUMO: 7.017 eV

Last column: Löwdin charge in e.
Atoms and positions in Å:
H  0.168  -6.346  1.903  0.05
H  -1.892  0.574  -2.673  0.12
H  1.098  0.977  0.408  0.09
H  -4.186  3.378  -3.354  0.08
C  1.321  -3.175  2.667  -0.76
C  -0.440  3.356  -9.780  -0.21
H  1.833  -0.280  6.925  0.03
H  -0.093  4.378  -9.606  0.12
O  4.021  -2.726  9.578  -0.20
N  -2.498  3.605  -8.382  0.04
H  -0.628  1.254  0.674  0.07
H  4.292  -1.942  11.426  0.08
O  -2.059  -0.647  2.285  0.18
H  -2.171  4.509  -8.053  0.07
C  0.778  -5.691  2.524  -0.17
H  2.825  -0.113  8.376  0.06
H  1.269  -0.961  8.445  0.08
N  0.211  -2.860  3.485  -0.05
C  0.301  1.197  -9.063  -0.11
H  -3.013  1.442  -4.540  0.13
O  -1.088  -2.497  5.687  -0.05
H  3.824  -0.747  10.206  0.07
H  0.220  -5.484  3.437  0.08
H  2.041  -3.172  9.178  0.12
H  -0.089  3.055  -10.777  0.12
N  4.126  -1.798  6.819  0.04
C  -2.468  2.190  -3.956  -0.44
O  -1.327  2.259  -1.756  -0.20
H  -3.606  3.701  -4.993  0.07
C  -1.801  3.394  -1.059  -0.10
C  -2.277  1.591  -2.558  -0.21
C  -0.095  -1.492  3.773  -0.55
H  -2.301  4.184  -10.363  0.13
H  2.215  -2.603  6.736  0.11
H  0.222  -3.355  4.378  0.10
C  -3.292  3.473  -3.973  -0.07
H  -1.184  3.509  -0.168  0.08
H  2.613  -1.881  10.848  0.09
H  -2.067  2.942  -7.741  0.06
Br  2.938  -3.629  3.743  0.67
H  0.466  1.017  -10.131  0.09
H  1.703  -6.202  2.789  0.06
C  -1.047  -1.438  5.032  -0.75
C  2.846  -2.093  7.470  -0.44
H  -3.669  2.236  -10.447  0.07
B  -0.708  -0.837  2.463  -0.70
H  -1.714  4.307  -1.655  0.07
H  -3.236  1.518  -2.027  0.12
O  0.191  2.577  -8.787  -0.19
H  1.596  -2.335  2.034  0.08
Cl  1.376  -0.486  4.270  0.68
C  2.997  -3.058  8.650  -0.20
C  1.094  -4.402  1.778  -0.77
H  -2.339  -1.076  1.469  0.11
C  2.156  -0.785  7.833  -0.07
H  -0.583  0.641  -8.740  0.08
H  0.525  1.420  2.032  0.09
N  -1.194  2.437  -4.639  0.04
Br  -0.372  -3.971  0.561  0.72
O  -1.574  -0.350  5.210  -0.01
C  -2.605  2.079  -10.269  -0.07
H  4.774  -1.463  7.526  0.06
H  4.539  -2.659  6.472  0.05
H  1.160  0.822  -8.508  0.09
H  1.989  -4.520  1.170  0.07
C  3.662  -1.771  10.552  -0.12
H  -2.514  1.256  -9.560  0.06
H  -0.687  1.562  -4.732  0.07
H  -2.142  1.775  -11.210  0.08
H  -2.842  3.263  -0.748  0.09
H  3.274  -4.041  8.259  0.12
C  0.286  0.859  1.125  -0.07
C  -1.974  3.356  -9.725  -0.44
H  -0.615  3.000  -4.022  0.07
O  0.154  -0.530  1.411  -0.05
H  -2.714  4.324  -3.612  0.06



# 3
Entry from the Open Molecules 2025 dataset: a molecular structure, C24H32N6O3PSV in a non-equilibrium geometry (the ωB97M-V functional and the def2-TZVPD basis).

Calculated values
- ⟨S²⟩: 3.760
- Total energy: -3171.34231 Eh
- Spin multiplicity: 4
- Net charge: +1
- Molecular weight: 566.54 g/mol
- Gap between HOMO and LUMO (alpha / beta): 7.530 / 7.640 eV
- ΔE to the lowest compared entry with this formula, charge and spin: 66.13 kJ/mol

Last column: Mulliken spin population.
Atoms and positions in Å:
H  -0.301  5.811  0.902  0.00
C  4.763  0.367  -1.534  0.00
H  8.775  2.303  -0.997  0.00
C  6.137  2.374  -0.245  0.00
N  2.106  3.492  1.734  -0.01
H  -3.434  1.236  -3.313  0.00
O  1.748  0.292  -0.935  0.02
C  1.502  2.497  1.196  -0.01
C  -1.471  -3.286  -0.682  -0.01
H  -2.499  -2.078  1.791  0.00
V  0.115  0.437  0.461  2.97
C  -3.052  0.338  -2.725  0.00
C  4.766  2.272  -0.075  0.00
C  -1.479  -4.085  -1.829  0.00
H  -2.263  0.985  2.125  0.02
N  0.261  2.496  0.663  -0.03
C  0.871  -4.563  -1.524  0.00
H  -5.501  1.964  0.732  0.00
C  1.469  4.676  1.599  0.02
C  0.203  4.846  1.076  -0.01
H  4.108  -0.351  -2.100  0.00
H  0.758  -2.319  3.564  0.00
H  6.702  3.145  0.250  0.00
H  -5.492  -0.355  -2.373  0.00
H  -6.994  0.705  -0.638  0.00
H  1.746  -5.203  -1.708  0.00
O  3.229  -0.836  0.707  0.00
C  -0.398  3.664  0.661  0.05
H  -1.572  -1.833  3.383  0.00
O  -1.865  0.092  -0.121  -0.10
H  2.059  5.553  1.928  0.00
C  6.877  1.508  -1.054  0.00
H  6.669  -0.237  -2.399  0.00
H  1.111  -3.631  2.550  0.00
C  1.082  -2.562  2.579  0.02
N  8.180  1.664  -1.485  0.00
C  -3.130  0.283  -0.240  0.01
P  -0.204  -1.854  1.430  0.07
N  -3.899  0.661  0.825  0.01
C  -5.188  0.349  -1.637  0.00
H  -5.391  1.385  -2.104  0.00
H  -2.456  -4.371  -2.240  0.00
C  -5.972  0.229  -0.366  0.00
H  -5.777  0.605  1.748  0.00
H  -0.447  -5.717  -2.855  0.00
S  2.786  0.388  0.169  0.00
H  -1.642  -3.472  2.560  0.00
N  1.896  1.126  1.334  -0.02
H  4.180  2.873  0.612  0.00
H  -3.403  -0.278  2.701  0.00
C  -5.336  0.910  0.795  0.00
C  6.152  0.447  -1.684  0.00
C  0.950  -3.585  -0.513  -0.01
C  -1.659  -2.391  2.446  -0.01
H  2.076  -2.169  2.342  -0.01
H  -6.195  -0.798  -0.170  0.00
H  -3.965  1.472  2.624  0.00
N  -3.738  0.207  -1.450  0.00
H  1.856  -3.223  -0.025  0.00
H  8.521  0.803  -1.870  0.00
C  -3.340  0.726  2.153  0.01
H  -2.367  -2.877  -0.288  0.00
C  -0.366  -4.800  -2.226  0.01
H  -1.990  0.408  -2.583  0.00
C  4.159  1.178  -0.555  0.01
C  -0.249  -2.956  -0.072  -0.03
H  -1.430  3.598  0.268  0.00
H  -3.347  -0.534  -3.297  0.00



# 4
Entry from the Open Molecules 2025 dataset: 11 unconnected molecules or ions with the total composition C4H29NO12S (the ωB97M-V functional and the def2-TZVPD basis).

Calculated values
- Structure (SMILES): N[C@H](CCS)C(=O)O.O.O.O.O.O.O.O.O.O.O
- Total energy: -1525.73413 Eh
- Net charge: 0
- Molecular weight: 315.34 g/mol
- Gap between HOMO and LUMO: 8.967 eV
- ΔE to the lowest compared entry with this formula, charge and spin: 17.99 kJ/mol

Last column: natural (NBO) charge in e.
Atoms and positions in Å:
O  3.522  0.454  -0.481  -1.00
O  0.349  3.074  1.003  -1.02
O  1.606  -2.990  -2.673  -0.97
O  1.405  2.052  -1.395  -0.99
H  -0.517  -0.223  3.378  0.19
C  -0.765  -1.076  -1.219  0.86
O  -0.324  -2.317  -1.144  -0.72
O  -1.923  3.856  -0.455  -0.98
O  2.511  -0.622  1.800  -1.00
H  -3.987  -0.789  -0.685  0.37
H  -2.364  1.232  2.429  0.24
H  2.186  1.545  -1.098  0.50
H  1.924  -1.411  1.654  0.52
O  -0.230  -0.235  -1.922  -0.70
O  0.888  -2.723  1.340  -0.98
O  3.807  -1.421  -2.473  -0.98
H  -0.562  0.400  0.844  0.22
H  0.452  -2.642  0.475  0.50
H  -3.404  -0.024  1.835  0.21
H  3.710  -0.750  -1.759  0.51
H  -1.897  1.278  0.135  0.22
H  1.381  0.648  2.638  0.48
C  -1.625  0.343  0.626  -0.44
H  -2.126  -1.737  0.268  0.22
N  -3.112  -0.645  -1.171  -0.84
H  0.768  1.373  -1.662  0.49
H  0.792  2.713  0.201  0.50
H  3.151  0.081  0.357  0.52
H  0.508  1.881  2.345  0.51
H  -1.203  1.236  -2.317  0.50
H  1.958  -3.847  -2.398  0.49
H  0.424  -2.551  -1.800  0.52
H  4.294  0.960  -0.203  0.49
H  -1.674  2.275  -3.393  0.49
H  -1.914  3.202  -1.189  0.51
C  -1.946  -0.831  -0.305  -0.17
O  -1.854  1.943  -2.505  -0.99
H  3.925  -0.946  -3.300  0.48
H  -3.087  0.252  -1.635  0.38
H  0.165  -2.756  1.980  0.50
H  -1.658  4.692  -0.856  0.48
H  2.351  -2.335  -2.633  0.52
H  3.152  -0.968  2.439  0.49
S  -1.613  -0.950  3.094  -0.14
H  -0.500  3.395  0.642  0.50
C  -2.358  0.252  1.959  -0.51
O  0.715  1.218  3.049  -1.00



# 5
Entry from the Open Molecules 2025 dataset: a single Cl2FH molecule in a non-equilibrium geometry (the ωB97M-V functional and the def2-TZVPD basis).

Calculated values
- Total energy: -1020.58837 Eh
- Net charge: 0
- Molecular weight: 90.91 g/mol
- Gap between HOMO and LUMO: 9.051 eV
- ΔE to the lowest compared entry with this formula, charge and spin: 586.37 kJ/mol

Last column: natural (NBO) charge in e.
Atoms and positions in Å:
F  0.052  -0.142  0.107  -0.40
Cl  -1.563  -0.031  -0.040  0.04
H  -2.405  0.927  0.150  0.23
Cl  1.677  0.052  -0.026  0.13



# 6
Entry from the Open Molecules 2025 dataset: a single C2H2S2 molecule in a non-equilibrium geometry (the ωB97M-V functional and the def2-TZVPD basis).

Calculated values
- ⟨S²⟩: 2.007
- Total energy: -873.58159 Eh
- Spin multiplicity: 3
- Net charge: 0
- Molecular weight: 90.17 g/mol
- Gap between HOMO and LUMO (alpha / beta): 6.766 / 6.956 eV
- ΔE to the lowest compared entry with this formula, charge and spin: 23.93 kJ/mol

Last column: Mulliken spin population.
Atoms and positions in Å:
C  0.789  0.149  -0.011  -0.01
S  -2.533  0.881  -0.035  1.05
S  0.022  -1.597  0.014  0.24
H  1.263  0.283  -0.865  0.01
C  -0.643  -0.086  -0.091  0.69
H  1.102  0.369  0.989  0.02



# 7
Entry from the Open Molecules 2025 dataset: 3 unconnected molecules or ions with the total composition C24H45BN4O3 in a non-equilibrium geometry (the ωB97M-V functional and the def2-TZVPD basis).

Calculated values
- Structure (SMILES): CCCOc1cc2nccnc2cc1CB(O)O.CCN(CC)CC.CCN(CC)CC
- Total energy: -1410.62930 Eh
- Net charge: 0
- Molecular weight: 448.46 g/mol
- Gap between HOMO and LUMO: 6.597 eV
- ΔE to the lowest compared entry with this formula, charge and spin: 1267.26 kJ/mol

Last column: Löwdin charge in e.
Atoms and positions in Å:
C  2.477  -1.782  3.513  -0.16
C  0.369  -3.787  3.823  -0.06
H  4.647  0.984  3.140  0.11
N  2.764  -0.317  3.345  0.03
H  1.976  2.680  -3.210  0.12
H  -5.227  7.176  -4.312  0.06
C  0.786  -8.787  3.058  -0.21
N  -3.819  4.552  -4.321  -0.19
H  -2.719  5.501  -5.874  0.10
C  2.134  1.966  -2.393  -0.27
H  -0.249  3.126  -2.604  0.08
H  1.136  -10.979  3.835  0.08
C  1.702  -9.951  3.762  -0.16
C  5.389  -1.300  3.353  -0.07
H  -2.121  6.728  -4.068  0.07
C  -1.627  3.759  -5.255  -0.09
C  -3.235  5.108  -3.098  -0.25
H  0.048  -1.348  3.641  0.11
H  -5.595  4.354  -5.396  0.11
H  -0.489  4.384  -0.620  0.06
C  -2.942  4.497  -5.493  -0.27
H  -1.847  -3.486  3.070  0.12
H  -0.208  -8.706  3.683  0.11
H  -2.420  4.449  -2.776  0.08
H  -1.066  3.691  -6.192  0.07
H  -2.027  6.710  -2.310  0.07
H  -6.329  6.593  -5.549  0.07
H  1.490  -6.833  2.008  0.14
C  3.062  -4.575  3.710  0.07
N  0.832  1.471  -1.941  -0.19
H  -0.991  4.280  -4.533  0.05
C  -2.695  6.533  -3.159  -0.09
C  -5.174  5.020  -4.632  -0.25
C  1.565  0.682  0.379  -0.10
H  -0.015  3.060  0.432  0.06
C  0.170  3.510  -0.547  -0.09
C  -5.327  6.454  -5.126  -0.10
O  -0.950  -3.645  6.692  0.01
C  0.869  -2.212  3.648  0.04
H  -3.966  5.043  -2.281  0.12
H  -0.065  -3.134  6.716  0.12
H  -4.610  6.707  -5.911  0.07
O  0.982  -6.392  4.037  -0.16
C  -0.137  2.541  -1.683  -0.25
H  2.727  -10.042  3.182  0.08
H  2.712  -7.576  3.268  0.12
H  -0.171  0.076  -0.727  0.12
C  3.062  0.880  -2.930  -0.09
H  3.978  1.336  -3.321  0.07
H  -3.497  7.269  -3.090  0.05
H  -1.595  -5.124  4.048  0.12
H  1.321  -0.484  -1.395  0.10
H  2.654  2.513  -1.597  0.09
H  6.542  -1.019  3.306  0.11
H  2.590  0.323  -3.746  0.08
H  3.909  -5.415  3.710  0.11
H  -1.805  2.740  -4.894  0.08
C  4.254  -0.136  3.272  -0.08
C  1.586  -7.322  3.070  -0.20
H  -3.462  3.965  -6.299  0.12
H  -2.023  -1.225  5.626  0.13
C  0.856  0.400  -0.942  -0.25
H  2.518  1.200  0.243  0.07
H  0.479  -9.100  1.957  0.11
H  -1.129  2.101  -1.512  0.12
H  0.942  1.271  1.051  0.05
H  3.360  0.174  -2.150  0.06
C  -1.283  -3.982  3.992  -0.07
B  -1.646  -3.208  5.435  -0.43
C  3.561  -2.993  3.558  -0.15
H  1.198  3.879  -0.575  0.07
C  1.459  -5.012  3.861  -0.10
H  -5.819  4.878  -3.755  0.11
N  5.042  -2.757  3.474  0.02
O  -2.584  -2.076  5.561  0.03
H  1.780  -0.262  0.889  0.05
H  1.938  -9.593  4.869  0.09



# 8
Entry from the Open Molecules 2025 dataset: 2 unconnected molecules or ions with the total composition C2H6O3 in a non-equilibrium geometry (the ωB97M-V functional and the def2-TZVPD basis).

Calculated values
- Structure (SMILES): O=CO.CO
- Total energy: -305.49400 Eh
- Net charge: 0
- Molecular weight: 78.07 g/mol
- Gap between HOMO and LUMO: 11.399 eV
- ΔE to the lowest compared entry with this formula, charge and spin: 153.69 kJ/mol

Last column: natural (NBO) charge in e.
Atoms and positions in Å:
H  -1.053  2.318  0.534  0.47
H  0.714  -2.280  -1.986  0.11
O  -0.737  1.497  0.952  -0.72
H  1.298  1.195  1.452  0.18
O  -0.138  -0.359  -1.495  -0.68
H  0.361  2.024  2.591  0.17
H  -0.737  -0.205  -0.786  0.50
H  0.976  2.857  1.121  0.18
O  0.135  -2.106  -0.073  -0.57
C  0.513  1.950  1.500  -0.27
C  0.213  -1.644  -1.167  0.64



Question: total energy of number 4 (C4H29NO12S)?
Answer: -1525.73413 Eh



Question: Look up the molecular weight of the first one.
Answer: 64.13 g/mol